The following is a DFT calculation (ωB97M-V/def2-TZVPD) of 2 unconnected molecules or ions with the total composition C2H7S3 at a distorted geometry.

CARTESIAN COORDINATES (ANGSTROEM)
1 C -1.196 1.642 1.117
2 S -2.723 1.306 0.127
3 H -0.529 0.789 1.039
4 H -1.532 1.901 2.122
5 H -0.806 2.580 0.729
6 C 0.822 -1.729 -1.682
7 S 1.265 -1.629 0.103
8 S 1.816 0.413 0.194
9 H 0.629 -0.689 -1.943
10 H 1.720 -1.974 -2.251
11 H 0.031 -2.462 -1.788
12 H -2.120 0.653 -0.856

Total charge   -1
F_max   1.4 eV/Å
Electronic energy   -34694.260 eV
Multiplicity   1
Relative energy (zero: lowest compared OMol25 entry of this formula, charge and spin)   13.0 kcal/mol

natural (NBO) population analysis, charges in e, atoms 1 to 2: C -0.70; S -0.14

=====

The following is a DFT calculation (ωB97M-V/def2-TZVPD) of a molecular structure, C2H8AlO10P2 at a distorted geometry.

CARTESIAN COORDINATES (ANGSTROEM)
1 Al -0.782 0.884 -0.831
2 P -0.646 -1.537 1.716
3 O -0.737 -1.911 0.237
4 O -0.614 0.006 1.766
5 O 0.667 -2.096 2.346
6 O -1.905 -2.009 2.512
7 P -4.248 0.640 -0.437
8 O -3.089 -0.111 0.304
9 O -5.223 -0.521 -0.728
10 O -3.672 1.430 -1.597
11 O -4.950 1.468 0.682
12 C 2.125 -1.966 -1.648
13 O 1.283 -1.194 -0.824
14 H 1.460 -2.494 -2.349
15 H 2.788 -1.281 -2.175
16 H 2.642 -2.797 -1.152
17 H 0.753 -1.743 -0.169
18 C 2.400 2.890 0.425
19 O 1.800 1.650 0.123
20 H 3.417 2.904 0.013
21 H 1.881 3.664 -0.151
22 H 2.286 3.179 1.472
23 H 2.363 0.946 0.467

Total charge   -3
F_max   2.6 eV/Å
Electronic energy   -47848.392 eV
Multiplicity   1
Relative energy (zero: lowest compared OMol25 entry of this formula, charge and spin)   0.0 kcal/mol

natural (NBO) population analysis, charges in e, atoms 1 to 2: Al 0.80; P 2.48

=====

The following is a DFT calculation (ωB97M-V/def2-TZVPD) of a molecular structure, C2H8As2F12N4O2Tl at a distorted geometry.

CARTESIAN COORDINATES (ANGSTROEM)
1 Tl 0.117 -0.093 -2.054
2 As -5.613 -3.971 1.214
3 F -6.340 -4.618 -0.290
4 F -6.909 -4.890 2.225
5 F -4.875 -3.357 2.694
6 F -4.420 -2.968 0.283
7 F -6.814 -2.604 0.921
8 F -4.564 -5.355 1.267
9 As -0.335 7.401 -2.739
10 F -0.443 9.237 -2.639
11 F -0.253 7.269 -0.982
12 F -0.219 5.588 -2.806
13 F -0.436 7.237 -4.575
14 F 1.484 7.493 -2.638
15 F -2.108 7.208 -2.700
16 C 3.534 3.887 2.256
17 O 3.397 2.929 1.521
18 N 4.727 4.462 2.387
19 N 2.647 4.452 2.965
20 H 4.842 5.033 3.212
21 H 5.471 4.325 1.716
22 H 1.680 4.161 2.981
23 H 3.068 5.197 3.502
24 C 1.352 -6.797 -1.122
25 O 0.978 -5.652 -1.456
26 N 0.827 -7.526 -0.247
27 N 2.343 -7.494 -1.717
28 H 1.158 -8.400 0.137
29 H -0.051 -7.155 0.086
30 H 2.848 -8.015 -1.015
31 H 2.904 -6.986 -2.386

Total charge   +1
F_max   6.7 eV/Å
Electronic energy   -171226.075 eV
Multiplicity   1

natural (NBO) population analysis, charges in e, atoms 1 to 2: Tl 1.00; As 2.77

=====

The following is a DFT calculation (ωB97M-V/def2-TZVPD) of C2H8BNS in the gas phase at a distorted geometry.

CARTESIAN COORDINATES (ANGSTROEM)
1 C -1.317 0.409 -0.911
2 N -0.716 -0.743 -0.137
3 C 0.067 -0.294 1.078
4 B 1.582 0.298 0.724
5 S 2.724 -0.562 -0.496
6 H -1.491 0.008 -2.022
7 H -2.376 0.742 -0.499
8 H -0.632 1.352 -1.017
9 H -1.557 -1.253 0.268
10 H 0.262 -1.269 1.737
11 H -0.554 0.429 1.780
12 H 1.911 1.319 1.246
13 H 2.100 -0.438 -1.752

Structure (SMILES)   CNCBS
F_max   2.6 eV/Å
Electronic energy   -15203.706 eV
Multiplicity   1

natural (NBO) population analysis, charges in e, atoms 1 to 2: C -0.44; N -0.63

=====

The following is a DFT calculation (ωB97M-V/def2-TZVPD) of a molecular structure, C2H8BaO2 at a distorted geometry.

CARTESIAN COORDINATES (ANGSTROEM)
1 Ba 0.041 1.439 -1.756
2 C -1.500 -1.813 -1.025
3 O -1.826 -0.409 -1.012
4 H -2.137 -2.370 -1.712
5 H -0.505 -1.937 -1.450
6 H -1.516 -2.275 -0.037
7 H -2.686 -0.376 -0.586
8 C 1.740 0.976 1.401
9 O 1.307 1.959 0.581
10 H 2.558 0.482 0.876
11 H 1.897 1.302 2.429
12 H 0.959 0.216 1.434
13 H 1.669 2.804 0.857

Total charge   +1
⟨S²⟩   0.75
F_max   3.8 eV/Å
Electronic energy   -6984.686 eV
Multiplicity   2

natural (NBO) population analysis, charges in e, atoms 1 to 2: Ba 0.99; C -0.28

=====

The following is a DFT calculation (ωB97M-V/def2-TZVPD) of C2H8BrNSi in the gas phase at a distorted geometry.

CARTESIAN COORDINATES (ANGSTROEM)
1 C -0.856 -0.885 0.871
2 N 0.012 0.140 0.162
3 C -0.540 1.479 -0.118
4 Si 1.268 -0.585 -0.804
5 Br 3.074 0.183 0.195
6 H -0.099 -1.669 1.159
7 H -1.463 -0.541 1.713
8 H -1.646 -1.342 0.210
9 H 0.337 2.059 -0.402
10 H -1.362 1.294 -0.893
11 H -1.127 1.949 0.692
12 H 1.166 -1.952 -0.653
13 H 1.237 -0.129 -2.133

Structure (SMILES)   CN(C)[SiH2]Br
F_max   3.3 eV/Å
Electronic energy   -81614.454 eV
Multiplicity   1
Relative energy (zero: lowest compared OMol25 entry of this formula, charge and spin)   0.0 kcal/mol

natural (NBO) population analysis, charges in e, atoms 1 to 2: C -0.41; N -0.87

=====

The following is a DFT calculation (ωB97M-V/def2-TZVPD) of 3 unconnected molecules or ions with the total composition C2H8BrO2 at a distorted geometry.

CARTESIAN COORDINATES (ANGSTROEM)
1 Br 0.825 2.320 1.519
2 C -1.831 -0.923 1.336
3 O -1.474 -0.319 0.143
4 H -1.443 -1.941 1.350
5 H -1.586 -0.244 2.152
6 H -2.905 -1.110 1.363
7 H -1.212 0.582 0.348
8 C 1.457 0.094 -1.652
9 O 2.483 0.581 -0.839
10 H 0.956 0.961 -2.083
11 H 1.859 -0.532 -2.448
12 H 0.731 -0.518 -1.115
13 H 2.139 1.049 -0.075

Total charge   -1
F_max   1.6 eV/Å
Electronic energy   -76343.111 eV
Multiplicity   1
Relative energy (zero: lowest compared OMol25 entry of this formula, charge and spin)   6.8 kcal/mol

natural (NBO) population analysis, charges in e, atoms 1 to 2: Br -0.96; C -0.24

=====

The following is a DFT calculation (ωB97M-V/def2-TZVPD) of a molecular structure, C2H8FN4O2Y at a distorted geometry.

CARTESIAN COORDINATES (ANGSTROEM)
1 Y -1.454 3.611 -1.479
2 F -0.255 1.608 -0.496
3 C -1.231 -0.330 2.161
4 O -1.492 -1.066 3.089
5 N -0.103 0.312 2.134
6 N -2.014 -0.060 1.169
7 H 0.537 0.350 2.914
8 H 0.076 0.760 1.247
9 H -1.591 0.595 0.526
10 H -2.999 -0.278 1.201
11 C 1.653 -1.010 -1.962
12 O 2.479 -1.648 -2.561
13 N 0.333 -0.771 -2.143
14 N 1.973 -0.580 -0.688
15 H 0.056 -0.906 -3.105
16 H -0.106 -0.067 -1.567
17 H 2.864 -0.500 -0.218
18 H 1.275 -0.019 -0.221

Total charge   +2
F_max   4.3 eV/Å
Electronic energy   -15996.492 eV
Multiplicity   1
Relative energy (zero: lowest compared OMol25 entry of this formula, charge and spin)   0.0 kcal/mol

natural (NBO) population analysis, charges in e, atoms 1 to 2: Y 2.28; F -0.85

=====

The following is a DFT calculation (ωB97M-V/def2-TZVPD) of 2 unconnected molecules or ions with the total composition C2H8IN2 at a distorted geometry.

CARTESIAN COORDINATES (ANGSTROEM)
1 C -0.758 0.907 -0.916
2 C -0.944 -0.397 -0.311
3 N -1.285 -1.514 -1.057
4 N 0.441 0.275 -0.241
5 I 2.843 0.972 3.083
6 H -0.688 1.101 -2.075
7 H -1.151 1.778 -0.386
8 H -1.429 -0.369 0.684
9 H -1.251 -1.578 -1.966
10 H -1.695 -2.295 -0.558
11 H 0.660 0.682 0.644
12 H 1.183 -0.042 -0.917
13 H 4.073 0.479 4.017

Total charge   +1
F_max   6.9 eV/Å
Electronic energy   -13276.285 eV
Multiplicity   1
Relative energy (zero: lowest compared OMol25 entry of this formula, charge and spin)   42.9 kcal/mol

natural (NBO) population analysis, charges in e, atoms 1 to 2: C -0.25; C 0.13

=====

The following is a DFT calculation (ωB97M-V/def2-TZVPD) of 2 unconnected molecules or ions with the total composition C2H8IN2O at a distorted geometry.

CARTESIAN COORDINATES (ANGSTROEM)
1 C 0.704 0.119 0.451
2 C 0.926 -1.344 0.142
3 N -2.627 1.773 -0.350
4 N 1.955 -1.783 -0.484
5 O 1.638 0.836 -0.246
6 I -3.219 -0.177 -0.028
7 H 0.709 -0.072 1.605
8 H -0.434 0.234 0.193
9 H 0.152 -2.130 0.592
10 H -3.462 2.162 -0.802
11 H 2.532 -1.014 -0.777
12 H -2.534 2.332 0.482
13 H 1.948 -2.771 -0.535
14 H 1.712 1.834 -0.244

Total charge   +1
F_max   3.5 eV/Å
Electronic energy   -15323.294 eV
Multiplicity   1
Relative energy (zero: lowest compared OMol25 entry of this formula, charge and spin)   31.0 kcal/mol

natural (NBO) population analysis, charges in e, atoms 1 to 2: C -0.15; C 0.29